# 1
This record from the OMol25 dataset describes C14H21N3O4S in the gas phase. The level of theory is ωB97M-V/def2-TZVPD.

The geometry in XYZ format:
```
43
Properties=species:S:1:pos:R:3:forces:R:3
S -0.952 -0.326 0.792 -0.25 0.03 0.16
O 2.773 1.491 -1.850 0.21 -0.01 -0.07
O -5.502 -1.588 -0.298 -0.12 -0.11 -0.06
O 3.449 -2.477 0.638 0.22 -0.23 0.16
O -3.343 2.349 1.072 0.08 0.23 0.26
N 1.111 0.565 -0.600 -0.13 0.25 -0.07
N -3.865 0.702 -0.367 -0.35 -0.12 -0.10
N 1.471 -1.377 0.619 -0.12 -0.10 0.13
C 4.709 -0.502 -1.105 0.02 0.23 -0.03
C -5.283 0.818 -0.079 -0.28 -0.09 0.31
C 2.823 -1.524 0.229 -0.34 0.31 -0.19
C 4.634 1.151 1.782 0.15 -0.14 0.04
C -1.507 1.243 0.041 0.34 -0.14 0.19
C -2.989 1.474 0.308 0.33 -0.01 -0.06
C 2.405 0.505 -1.019 -0.04 -0.69 0.41
C 0.698 -0.360 0.203 -0.06 0.33 -0.22
C 5.567 0.640 -0.547 0.10 -0.26 0.08
C -4.125 -1.702 -0.560 0.28 0.10 -0.25
C -3.581 -0.428 -1.224 -0.04 -0.47 -0.04
C 3.285 -0.474 -0.641 0.07 0.24 -0.35
C -5.773 -0.491 0.546 -0.06 0.37 -0.03
C 5.787 0.578 0.966 -0.08 0.18 -0.11
H -5.426 1.654 0.606 -0.04 -0.08 -0.11
H -2.517 -0.538 -1.412 -0.02 0.05 -0.03
H -0.948 2.045 0.521 -0.15 -0.03 -0.15
H -1.268 1.207 -1.020 -0.04 0.04 0.02
H 4.900 1.184 2.836 -0.05 0.04 0.12
H 5.113 1.595 -0.815 0.08 0.08 -0.04
H -5.280 -0.635 1.519 -0.05 0.02 -0.04
H -4.101 -0.273 -2.177 0.10 -0.04 0.03
H 4.722 -0.434 -2.196 0.04 -0.11 -0.01
H -5.820 1.006 -1.014 0.00 0.00 0.06
H -4.009 -2.560 -1.224 0.08 0.04 0.05
H 6.690 1.147 1.206 0.03 -0.07 0.03
H 5.136 -1.461 -0.806 0.01 0.02 -0.11
H 6.539 0.584 -1.043 0.00 0.07 -0.05
H 2.014 2.076 -1.982 -0.02 -0.12 0.09
H 1.103 -2.084 1.245 0.12 0.07 -0.08
H -6.854 -0.472 0.685 0.07 0.04 0.06
H 5.959 -0.458 1.264 0.12 -0.04 0.03
H 4.400 2.163 1.456 -0.07 0.11 -0.01
H 3.740 0.542 1.680 -0.11 0.04 0.07
H -3.572 -1.883 0.374 -0.04 -0.01 -0.09
```
Forces are in eV/Å.

SMILES: CCCCc1c(O)nc(SCC(=O)N2CCOCC2)[nH]c1=O
Charge: 0
Lowest unoccupied orbital energy (hartree): 0.01487
Spin multiplicity: 1
E_tot (hartree): -1409.534151

# 2
This record from the OMol25 dataset describes 3 unconnected molecules or ions with the total composition C3H10NO2 in a non-equilibrium geometry. The level of theory is ωB97M-V/def2-TZVPD.

The geometry in XYZ format:
```
16
Properties=species:S:1:pos:R:3:forces:R:3
O 1.100 2.877 1.287 -0.16 -0.05 -0.18
O -0.850 1.172 0.278 0.09 0.44 -0.06
N 0.581 -0.973 -1.154 -0.26 -0.79 1.52
C 0.487 -2.115 -0.212 0.18 1.72 -0.24
C -0.421 -0.316 -1.575 -0.38 1.03 -1.10
C -0.680 -2.480 0.276 0.05 0.02 0.96
H -0.064 1.740 0.432 0.01 -0.32 0.17
H 1.516 -0.588 -1.152 -0.07 0.42 -0.40
H 1.986 2.857 1.663 -0.02 0.07 0.07
H 1.452 -2.182 0.281 -0.09 -1.21 -0.45
H -0.367 0.667 -2.024 0.74 -0.17 -0.19
H -1.589 -1.903 0.160 -0.11 -0.41 -0.65
H 0.553 3.396 1.886 0.21 0.06 0.09
H -1.418 -0.711 -1.645 -0.09 -0.53 0.61
H -1.570 1.794 0.448 -0.21 -0.27 -0.07
H -0.716 -3.236 1.052 0.10 0.00 -0.10
```
Forces are in eV/Å.

Charge: +1
Lowest unoccupied orbital energy (hartree): -0.17136
Spin multiplicity: 1
E_tot (hartree): -325.231780

# 3
This record from the OMol25 dataset describes 2 unconnected molecules or ions with the total composition C4H4N2O3 in a non-equilibrium geometry. The level of theory is ωB97M-V/def2-TZVPD.

The geometry in XYZ format:
```
13
Properties=species:S:1:pos:R:3:forces:R:3
O -1.772 0.155 0.197 0.64 -0.64 -0.50
O -0.417 -1.117 1.329 1.18 -2.16 0.44
O -4.421 2.903 0.421 -0.02 2.72 0.28
N -4.489 1.765 0.213 0.29 -2.18 0.01
N -5.116 -1.727 -0.371 0.31 -0.63 -0.29
C -4.464 0.618 0.104 0.12 0.55 -0.20
C -0.709 -0.419 0.265 0.02 2.76 -0.59
C 0.470 -0.062 -0.661 -1.53 -1.39 -2.89
C -4.671 -0.680 -0.212 -0.81 -0.44 0.21
H 0.013 0.101 -1.675 0.29 0.35 0.98
H 1.298 -0.713 -0.945 -0.31 -1.00 0.83
H 0.369 -1.642 1.060 -0.40 0.27 0.86
H 0.989 0.796 -0.376 0.21 1.78 0.86
```
Forces are in eV/Å.

SMILES: N#CC#[N+][O-].CC(=O)O
Charge: 0
Lowest unoccupied orbital energy (hartree): 0.01251
Spin multiplicity: 1
E_tot (hartree): -489.924343

# 4
This record from the OMol25 dataset describes 4 unconnected molecules or ions with the total composition C2H14N2O3 in a non-equilibrium geometry. The level of theory is ωB97M-V/def2-TZVPD.

The geometry in XYZ format:
```
21
Properties=species:S:1:pos:R:3:forces:R:3
O 3.291 0.977 -0.055 -0.28 0.07 -0.16
O -0.188 0.308 2.362 -0.74 0.15 -1.37
O 1.545 -1.324 0.793 -0.21 0.34 -0.40
N -0.949 1.867 -0.193 0.20 -1.49 -0.44
N -1.326 -0.570 -0.296 -0.71 0.85 -2.79
C -0.588 0.575 -0.773 -0.07 0.71 1.13
C -1.145 -1.772 -1.130 1.44 -0.20 0.84
H -1.549 -2.638 -0.618 -0.31 -0.02 -0.20
H 0.866 -0.821 1.278 0.37 -0.18 0.53
H -1.515 -1.611 -2.145 -0.64 0.05 0.19
H -1.052 -0.055 2.111 0.00 -0.45 0.94
H -1.956 2.004 -0.229 0.06 0.38 -0.03
H -0.068 -1.916 -1.266 -0.05 -0.07 0.27
H -0.209 1.034 1.710 0.54 0.53 0.56
H 2.342 -1.262 1.335 -0.08 -0.17 0.03
H 2.586 0.318 -0.004 0.20 -0.08 0.13
H -2.320 -0.339 -0.184 0.08 -0.31 0.84
H -0.487 2.548 -0.790 -0.12 0.39 0.41
H 3.040 1.683 0.550 0.10 -0.01 0.05
H 0.477 0.381 -0.595 0.03 -0.06 -0.44
H -0.796 0.613 -1.862 0.20 -0.40 -0.10
```
Forces are in eV/Å.

Charge: +1
Lowest unoccupied orbital energy (alpha / beta) (hartree): -0.13588 / -0.32606
⟨S²⟩: 0.755
Spin multiplicity: 2
E_tot (hartree): -419.479574

# 5
This record from the OMol25 dataset describes C4H6N2S2 in the gas phase in a non-equilibrium geometry. The level of theory is ωB97M-V/def2-TZVPD.

The geometry in XYZ format:
```
14
Properties=species:S:1:pos:R:3:forces:R:3
S 0.888 -1.937 -0.542 0.50 -1.66 0.93
S -3.876 -0.404 -0.199 0.62 0.21 -0.27
N 0.392 1.830 -0.380 3.03 2.64 -0.86
N -0.815 1.445 -0.524 -3.43 -2.95 0.79
C 0.365 -0.450 0.309 0.50 1.22 1.77
C 1.330 0.799 0.000 3.81 -1.89 2.68
C -2.274 -0.674 -0.177 1.02 1.76 0.68
C -1.067 0.170 -0.090 2.39 2.01 -1.04
H 2.340 0.596 -0.666 -3.13 0.53 0.75
H 0.696 2.796 -0.819 -1.04 -2.96 1.21
H 0.564 -0.678 1.448 -1.16 0.48 -2.26
H -1.867 -1.639 -0.025 -0.22 -1.50 -0.06
H 1.347 -2.734 0.568 -0.76 1.31 -1.52
H 1.977 0.881 1.098 -2.13 0.81 -2.81
```
Forces are in eV/Å.

SMILES: S=CC1=NNC[C@@H]1S
Charge: 0
Lowest unoccupied orbital energy (hartree): -0.02401
Spin multiplicity: 1
E_tot (hartree): -1061.761076

# 6
This record from the OMol25 dataset describes C2H7N3 in the gas phase in a non-equilibrium geometry. The level of theory is ωB97M-V/def2-TZVPD.

The geometry in XYZ format:
```
12
Properties=species:S:1:pos:R:3:forces:R:3
N -1.299 -0.518 -0.221 0.05 0.37 -0.05
N 0.984 -0.584 0.057 -0.82 0.17 -0.21
N -2.446 0.244 0.084 0.25 0.00 -1.03
C -0.063 0.098 -0.177 0.31 0.08 0.19
C 2.242 0.096 0.010 1.22 -0.25 0.07
H -0.074 1.186 -0.374 -0.08 -0.40 0.03
H 2.716 0.061 1.009 -0.09 -0.15 -0.41
H 2.946 -0.405 -0.709 -0.65 0.44 0.63
H -1.236 -1.457 0.130 -0.25 -0.37 0.10
H 2.172 1.154 -0.247 -0.09 0.19 -0.23
H -3.183 0.024 -0.588 0.33 0.06 0.47
H -2.758 0.102 1.025 -0.17 -0.14 0.43
```
Forces are in eV/Å.

SMILES: C/N=C/NN
Charge: 0
Lowest unoccupied orbital energy (hartree): 0.04354
Spin multiplicity: 1
E_tot (hartree): -244.621377